(1)
A cluster of 2 separate species, C7H16N in total at a distorted geometry. Source: the Open Molecules 2025 dataset; level of theory: ωB97M-V/def2-TZVPD.

Results
- LUMO energy: -6.515 eV
- Highest occupied orbital energy: -11.8 eV
- E_tot: -8999.1990 eV
- Net charge: +1
- Energy above the lowest of the compared OMol25 structures with the same formula, charge and spin: 3.106 eV
- Orbital gap: 5.28 eV
- Spin multiplicity: 1

```
24
Properties=species:S:1:pos:R:3:forces:R:3:lowdin_charge:R:1
C 2.0944 1.8784 0.8544 -0.541 -1.190 1.087 -0.041
C 0.6286 2.2439 0.5528 -1.930 1.278 -1.381 -0.201
C -0.0895 0.9751 0.2217 3.779 -0.367 -0.125 0.139
C 0.4806 -0.6938 -1.4367 1.124 -0.151 1.103 0.016
C -0.0888 0.5149 -1.1191 -2.640 -0.750 -0.100 -0.270
C -0.7739 1.3337 -2.1537 1.183 2.258 -1.443 -0.031
C 0.9438 -1.1031 -2.7732 0.421 0.626 -1.185 -0.037
N -3.1542 -3.9185 4.4563 0.154 0.047 -0.836 0.003
H 2.7809 2.7102 0.9595 -0.339 0.399 -0.199 0.095
H 2.4966 1.1566 0.1434 -0.017 0.164 -0.071 0.083
H 0.1271 2.7426 1.3925 0.399 -0.020 0.016 0.140
H 0.5307 2.8743 -0.3304 0.266 0.420 0.155 0.112
H 0.0127 0.3557 1.1031 -0.648 -1.026 -0.171 0.145
H -2.7626 -3.6126 5.3284 -0.081 -0.140 0.320 -0.004
H 0.9137 -1.2541 -0.6117 -0.435 -0.266 0.150 0.134
H -1.5038 0.9242 -2.8570 -0.263 -0.719 0.935 0.111
H -1.1463 2.2751 -1.7386 -0.361 -0.343 0.046 0.093
H -0.0572 1.7089 -2.9066 0.272 -0.115 0.293 0.101
H 1.2329 -0.2111 -3.3589 -0.403 -0.174 0.118 0.104
H 0.1955 -1.6251 -3.3833 -0.244 0.153 0.288 0.118
H 1.8338 -1.7341 -2.8138 -0.215 -0.126 0.650 0.097
H -2.6181 -4.6915 4.0843 0.089 0.047 0.179 0.000
H -4.1039 -4.2370 4.5522 -0.145 0.058 0.325 0.001
H 2.0274 1.3873 1.8344 0.575 -0.063 -0.154 0.093
```
Forces are in eV/Å.

(2)
A structure of composition C37H30IMnN4O2PS at a distorted geometry. Source: the Open Molecules 2025 dataset; level of theory: ωB97M-V/def2-TZVPD.

Results
- LUMO energy (spin up / spin down): -0.275 / -0.316 eV
- Highest occupied orbital energy (spin up / spin down): -6.8 / -6.9 eV
- E_tot: -108454.9503 eV
- Expectation value of S²: 8.77
- Energy above the lowest of the compared OMol25 structures with the same formula, charge and spin: 0.113 eV
- Orbital gap (spin up / spin down): 6.54 / 6.61 eV
- Spin multiplicity: 6

```
77
Properties=species:S:1:pos:R:3:forces:R:3:mulliken_spin:R:1
Mn 0.0257 0.8441 0.6816 -0.333 0.553 0.560 4.864
S 1.6474 2.4241 -0.0525 0.222 0.283 -0.180 0.068
C 0.5367 3.7647 -0.0729 0.587 0.988 -0.186 -0.004
N 0.8841 5.0234 -0.2403 -1.557 -0.106 -0.252 0.045
N 2.1054 5.3530 -0.4219 2.802 0.494 0.041 0.031
C 2.6081 6.6706 -0.6061 -0.234 -0.222 0.239 -0.008
C 3.9914 6.8143 -0.8528 -3.013 -2.894 0.372 0.007
C 4.4991 8.0207 -0.9735 0.728 2.580 0.178 -0.003
C 3.7606 9.1632 -0.8302 -2.413 0.545 0.117 0.007
C 2.3719 9.0513 -0.6169 1.869 0.650 0.220 -0.003
C 1.8147 7.7956 -0.4876 -1.423 0.060 -0.274 0.007
N -0.8322 3.7312 0.0160 -1.167 -0.921 0.464 0.000
N -1.4016 2.6285 0.2774 1.482 1.006 -0.316 -0.032
C -2.8153 2.7102 0.3760 0.703 -1.477 0.244 -0.020
C -3.5680 3.7658 -0.0698 -1.112 0.814 -0.282 -0.013
C -4.9681 3.6791 0.2062 1.588 0.485 -0.962 0.005
C -5.4868 2.5877 0.8342 -0.362 -2.017 0.662 -0.008
C -4.7186 1.4681 1.2062 1.332 1.572 -0.777 0.019
C -3.3492 1.5385 0.9548 -0.401 0.261 0.956 0.043
H 2.8710 4.7259 -0.1713 -0.481 -0.596 -0.227 0.000
H 4.5411 5.9143 -0.9749 0.739 -0.546 -0.017 0.001
H 5.5123 8.1605 -1.0733 2.353 0.010 -0.520 0.000
H 4.1442 10.1649 -0.8937 0.543 0.042 -0.041 0.001
H 1.8794 10.0067 -0.4423 -0.566 -0.533 -0.197 0.000
H 0.7304 7.6938 -0.3703 0.472 -0.132 0.208 0.001
H -3.0679 4.6184 -0.6207 -0.853 -1.110 0.874 -0.001
H -5.6366 4.4213 -0.1754 -0.191 0.537 0.018 0.000
H -6.5283 2.4197 1.0601 -0.385 0.768 -0.250 0.000
H -5.2012 0.6525 1.6863 -0.085 -0.638 0.308 0.001
H -2.6263 0.8193 1.3870 -0.603 0.181 -0.559 -0.018
I 0.4778 0.3924 3.2626 -0.185 -0.230 -0.052 0.028
C 1.7645 -1.0971 -0.9023 0.043 -0.451 -0.871 0.098
C 2.7564 -0.3977 -1.5381 -1.882 -0.357 -0.873 -0.022
C 3.9829 -0.3957 -0.9350 1.985 1.146 -0.110 -0.009
C 4.2568 -0.9785 0.2478 -1.365 -0.418 0.947 0.007
C 3.2405 -1.7069 0.9096 0.001 -1.194 -0.369 0.036
C 3.4790 -2.5093 2.0585 0.840 -0.208 0.913 -0.001
C 2.5496 -3.3664 2.5636 0.852 0.880 0.198 0.001
C 1.3060 -3.3960 1.9417 0.231 -2.116 2.067 -0.004
C 1.0284 -2.7775 0.7934 -1.559 0.730 -0.981 0.016
P -0.6602 -3.0348 0.1432 -0.355 1.682 -0.435 -0.066
C -0.5729 -4.0657 -1.3172 0.001 -0.602 -0.060 0.000
C -1.7208 -4.2577 -2.0928 0.608 -0.048 0.012 -0.001
C -1.6739 -5.1179 -3.1648 0.359 -1.520 -0.504 0.001
C -0.5721 -5.9849 -3.3360 -0.097 1.287 -0.159 0.000
C 0.5326 -5.8711 -2.5201 -0.154 1.740 0.507 0.000
C 0.5319 -4.8729 -1.5359 1.695 0.713 0.897 -0.001
C -1.5600 -4.0247 1.2564 -1.000 0.087 2.054 0.005
C -1.6246 -5.4052 1.1951 0.407 -1.101 -2.031 0.000
C -2.3127 -6.1786 2.0911 -0.964 0.147 0.557 0.000
C -2.9962 -5.5553 3.1251 1.473 -0.640 -0.124 0.000
C -2.8769 -4.1920 3.2503 -1.354 0.786 1.699 -0.001
C -2.2405 -3.3840 2.3282 0.279 -1.016 -0.176 -0.003
C 1.9847 -1.8792 0.2487 0.304 0.693 0.062 -0.119
H 2.4997 0.0631 -2.5147 0.458 -0.130 0.935 0.002
H 4.8176 0.1657 -1.3059 0.062 0.295 -0.774 0.000
H 5.2114 -0.8259 0.6843 0.665 -0.138 0.455 0.000
H 4.4269 -2.4893 2.6027 -0.017 0.374 -0.528 0.000
H 2.7278 -3.9754 3.4657 -0.026 0.482 -0.630 0.000
H 0.6920 -4.0671 2.5251 -1.060 0.058 -0.755 0.000
H -2.6046 -3.7461 -1.8114 -0.776 0.687 -0.136 -0.001
H -2.4433 -5.2374 -3.9293 -0.210 0.349 0.594 0.000
H -0.5151 -6.5601 -4.2376 -0.099 -0.539 -0.165 0.000
H 1.4921 -6.2515 -2.7527 0.525 -1.103 -0.205 0.000
H 1.4828 -4.6131 -0.9338 -1.543 -0.796 -1.072 0.000
H -1.2543 -5.9646 0.3072 0.217 0.735 0.733 0.000
H -2.3978 -7.2436 1.9675 0.180 -0.225 -0.110 0.000
H -3.4030 -6.1685 3.9057 -0.583 0.018 0.185 0.000
H -3.3599 -3.7626 4.1655 0.497 -0.025 -1.090 0.000
H -2.3067 -2.3271 2.5111 0.485 0.338 -0.412 0.001
C -1.4273 -0.1068 -2.0622 -0.863 -0.221 1.602 -0.012
C -0.4308 -0.3888 -0.9795 -0.332 -0.587 -0.818 0.005
O 0.5244 -1.1452 -1.5601 0.394 -0.158 0.454 0.028
O -1.5086 -1.7521 0.0318 1.104 -0.494 -0.645 0.016
H -0.9118 0.6183 -2.6793 -0.389 0.385 -0.323 0.008
H -2.3863 0.1862 -1.6170 0.427 0.836 -0.129 0.002
H -1.7290 -0.9829 -2.5957 0.479 -0.769 -0.750 0.001
```
Forces are in eV/Å.

(3)
A cluster of 6 separate species, C24H46BrI2NO17P in total. Source: the Open Molecules 2025 dataset; level of theory: ωB97M-V/def2-TZVPD.

Results
- LUMO energy: 1.976 eV
- Highest occupied orbital energy: -4.9 eV
- E_tot: -157465.6892 eV
- Net charge: -1
- Orbital gap: 6.88 eV
- Spin multiplicity: 1

```
92
Properties=species:S:1:pos:R:3:forces:R:3:lowdin_charge:R:1
C 3.3737 -5.3487 -0.0509 0.177 0.144 -0.341 -0.108
C 2.3292 -4.7129 -0.9862 -0.009 -0.516 0.626 -0.360
N 1.6439 -3.5736 -0.3346 0.310 0.123 -0.698 -0.452
Br 0.3822 -4.3270 0.8555 0.086 -0.478 0.035 0.903
C 1.0051 -2.6218 -1.2890 0.028 -0.280 0.806 -0.583
C 0.0105 -3.2414 -2.3215 0.448 0.301 0.094 -0.827
O -0.1475 -4.4568 -2.2794 -0.326 -0.779 0.036 -0.025
O -0.4901 -2.3861 -3.0691 -0.387 0.516 -0.422 -0.087
C 2.0861 -1.7729 -2.0239 -0.331 0.014 0.516 -0.779
I 2.8002 -2.5690 -3.8938 0.108 0.071 -0.196 0.927
C 3.2176 -1.2847 -1.1161 0.354 0.081 -0.414 -0.772
C 4.4464 -2.1636 -0.8956 -0.080 -0.049 0.516 -0.197
I 3.9004 0.6467 -1.8974 -0.060 0.003 0.066 0.776
P -0.0018 -1.2714 -0.3823 0.279 0.468 -0.445 0.977
C -1.6916 -1.9081 -0.2032 -0.429 -0.309 0.291 -0.304
C 0.6228 -1.3415 1.3479 0.030 0.240 0.432 -0.366
H 4.3703 -5.3000 -0.4972 0.015 0.033 0.023 0.060
H 3.1643 -6.4037 0.1212 -0.077 0.017 0.166 0.056
H 3.4219 -4.8229 0.9003 -0.083 -0.049 0.116 0.057
H 2.7903 -4.3678 -1.9031 -0.005 0.176 -0.014 0.018
H 1.5958 -5.4637 -1.2690 -0.015 0.099 -0.262 0.079
H 1.5285 -0.9004 -2.3462 0.012 -0.136 -0.315 0.003
H 2.8005 -1.0106 -0.1547 -0.170 0.134 0.011 0.040
H 4.5314 -2.9519 -1.6341 0.042 0.012 -0.198 0.020
H 4.3693 -2.6307 0.0873 -0.094 -0.119 -0.029 0.071
H 5.3630 -1.5802 -0.8869 0.020 -0.027 -0.102 0.033
H -1.7916 -2.8046 0.4126 0.079 0.081 -0.096 -0.007
H -2.1058 -2.1035 -1.1864 -0.034 0.044 -0.117 0.022
H -2.2719 -1.1091 0.2627 -0.017 0.085 -0.046 0.027
H -0.1164 -1.7425 2.0440 0.007 0.024 -0.085 0.012
H 1.5199 -1.9534 1.4364 0.025 0.078 -0.004 -0.005
H 0.8575 -0.3222 1.6531 0.065 0.085 0.059 0.017
C -0.3354 -7.6480 1.5526 -0.040 -0.040 -0.075 -0.058
O -0.5090 -8.8300 2.3570 -0.048 -0.026 -0.065 0.006
C 0.2575 -8.8857 3.4354 -0.029 -0.027 -0.017 -0.628
O 1.0598 -8.0641 3.7922 0.035 0.041 0.012 0.126
O -0.0102 -10.0299 4.0808 -0.015 -0.020 -0.003 -0.005
C 0.7545 -10.2144 5.2706 -0.005 -0.088 0.070 -0.052
H -1.0232 -7.7489 0.7197 -0.007 -0.035 0.016 0.099
H -0.5776 -6.7609 2.1289 0.045 0.024 0.071 0.053
H 0.6853 -7.5802 1.1866 0.041 0.045 0.052 0.083
H 0.5559 -9.4171 5.9844 0.035 0.038 -0.014 0.095
H 1.8189 -10.2428 5.0446 0.014 0.051 0.002 0.095
H 0.4373 -11.1683 5.6823 -0.027 -0.006 -0.031 0.089
C 2.2600 4.8631 3.6032 0.021 0.012 0.104 -0.043
O 3.0625 5.2085 2.4725 0.019 0.020 0.049 -0.005
C 2.5549 4.8029 1.3036 0.025 0.008 -0.026 -0.647
O 1.5138 4.2211 1.1597 -0.102 -0.009 0.030 0.129
O 3.3879 5.1741 0.3391 0.066 0.026 -0.057 -0.008
C 2.9705 4.7992 -0.9829 0.043 -0.022 -0.197 -0.026
H 2.7880 5.2487 4.4702 0.034 0.014 -0.022 0.091
H 1.2759 5.3234 3.5318 -0.023 -0.035 -0.031 0.094
H 2.1533 3.7831 3.6824 -0.038 -0.010 -0.033 0.098
H 2.0187 5.2632 -1.2353 -0.041 -0.029 0.072 0.095
H 2.8948 3.7177 -1.0713 -0.071 -0.024 0.064 0.051
H 3.7439 5.1670 -1.6505 0.044 0.029 0.056 0.096
C -2.4179 2.7376 2.8842 0.087 0.062 0.033 -0.036
O -2.9061 1.5223 2.3175 0.049 -0.033 0.034 0.007
C -4.2226 1.4768 2.1451 0.032 0.028 -0.096 -0.627
O -5.0071 2.3427 2.4423 -0.040 0.033 0.025 0.114
O -4.5217 0.3120 1.5825 0.012 -0.117 0.049 0.005
C -5.9058 0.1057 1.3179 -0.166 -0.156 -0.171 -0.037
H -1.3419 2.6188 2.9510 0.038 -0.030 -0.030 0.091
H -2.6556 3.5822 2.2406 -0.041 0.011 0.007 0.098
H -2.8432 2.8972 3.8742 -0.040 0.016 -0.021 0.094
H -6.2877 0.8639 0.6366 0.016 0.071 0.053 0.091
H -6.4895 0.1026 2.2372 0.045 0.108 0.042 0.095
H -5.9735 -0.8686 0.8436 0.078 -0.014 -0.009 0.096
C -3.3048 -1.2858 -3.9369 0.023 -0.255 -0.015 -0.016
O -3.5913 -0.2751 -2.9563 0.067 0.011 0.030 0.010
C -4.5023 0.6191 -3.2751 -0.014 -0.129 0.142 -0.629
O -5.1465 0.6860 -4.2922 0.011 0.032 -0.069 0.112
O -4.6208 1.4596 -2.2351 -0.048 0.133 0.089 -0.011
C -5.5842 2.4919 -2.4094 -0.056 0.060 0.056 -0.058
H -2.5386 -1.9184 -3.4977 0.094 0.060 -0.035 0.058
H -4.2041 -1.8618 -4.1522 -0.055 0.088 -0.045 0.095
H -2.9185 -0.8373 -4.8494 -0.058 0.080 -0.007 0.101
H -6.5792 2.0727 -2.5556 0.001 -0.005 -0.086 0.093
H -5.3263 3.1258 -3.2562 -0.033 -0.029 -0.051 0.094
H -5.5684 3.0779 -1.4938 0.063 -0.032 0.021 0.088
C 0.9832 10.2905 -3.8846 -0.037 0.019 -0.104 -0.042
O 0.8399 9.1680 -3.0129 -0.016 -0.019 -0.015 0.006
C 1.4284 9.3155 -1.8263 -0.012 -0.036 -0.011 -0.625
O 2.0389 10.2865 -1.4613 0.023 0.046 0.019 0.121
O 1.2238 8.2079 -1.1206 -0.020 -0.061 0.002 0.010
C 1.8114 8.2178 0.1831 0.038 -0.073 0.211 -0.024
H 0.4593 10.0239 -4.7972 -0.011 -0.039 0.015 0.093
H 0.5352 11.1787 -3.4435 0.037 0.018 0.032 0.096
H 2.0334 10.4779 -4.0994 0.017 0.027 0.041 0.096
H 1.3959 9.0228 0.7862 0.041 0.076 -0.055 0.100
H 2.8925 8.3178 0.1184 0.005 0.061 -0.015 0.106
H 1.5642 7.2636 0.6373 -0.074 -0.038 -0.105 0.084
```
Forces are in eV/Å.

Q: Look up the E_tot of the second one.
A: -108454.9503 eV